11
Properties=species:S:1:pos:R:3:nbo_charge:R:1 method="wB97M-V/def2-TZVPD" homo_energy_ev=-2.39 total_charge=-1 homo_lumo_gap_ev=6.4 relative_energy_kcal_mol=37.4 total_energy_ev=-20259.884 largest_force_ev_per_a=4.87 multiplicity=1
C -1.38 -0.06 -0.52 -0.710
C 0.41 -0.23 0.80 0.446
N 1.26 0.82 0.35 -0.380
O 2.09 0.21 -0.59 -0.638
O 0.71 -1.45 0.62 -0.769
Cl -2.83 -0.76 0.28 -0.186
H -1.43 -0.37 -1.59 0.159
H -1.37 1.06 -0.52 0.126
H -0.20 0.03 1.73 0.120
H 0.83 1.55 -0.09 0.343
H 1.91 -0.79 -0.48 0.488